1.
DFT (the ωB97M-V functional and the def2-TZVPD basis) results for a gas-phase ion, C9H13O2 (charge -1).

The geometry in XYZ format:
```
24
Properties=species:S:1:pos:R:3:forces:R:3:lowdin_charge:R:1
C 1.920 -0.809 -0.806 -3.67 -0.34 1.08 -0.14
C 2.878 -0.026 -0.501 1.37 -1.04 -1.37 -0.42
C 0.623 -0.911 0.135 4.28 0.68 -2.42 -0.54
C -0.016 0.322 0.688 -1.68 2.29 -0.15 -0.34
C -0.682 -0.330 -0.512 -0.35 1.75 0.07 -0.34
C -0.695 0.243 2.053 -0.93 -1.40 -1.24 -0.04
C 0.612 1.762 0.614 0.74 -0.41 -2.98 -0.04
C -1.896 -1.205 -0.339 -0.05 -1.86 0.68 -0.06
C -0.481 0.267 -1.967 -0.15 1.81 1.99 -0.04
O 3.682 0.734 -0.070 1.69 2.57 1.37 -0.06
O 0.651 -1.975 0.770 -1.52 -2.58 1.90 0.06
H 1.914 -1.772 -1.277 0.55 -0.60 -0.75 0.06
H -0.216 0.915 2.697 0.23 1.12 1.11 0.06
H -0.535 -0.727 2.414 0.78 -1.58 0.81 0.05
H -1.800 0.217 2.118 0.34 1.06 -0.48 0.09
H 1.457 1.983 1.274 -0.46 -0.39 0.40 0.07
H -0.269 2.375 0.772 0.13 0.58 0.33 0.07
H 1.063 2.095 -0.413 -0.97 -0.95 1.61 0.09
H -2.151 -1.556 0.721 1.19 0.08 -1.40 0.10
H -1.864 -2.084 -1.068 0.15 0.86 1.18 0.11
H -2.815 -0.739 -0.552 -1.14 1.27 -0.81 0.04
H -1.391 0.981 -2.175 1.56 -1.40 0.16 0.10
H -0.520 -0.647 -2.539 0.24 0.22 -1.05 0.06
H 0.532 0.884 -2.038 -2.33 -1.76 -0.05 0.10
```
Positions in Å, forces in eV/Å.

The value obtained for the LUMO energy (spin up / spin down) is 0.1281 / 0.1006 Ha. The calculation puts the total energy at -13633.223 eV. For the HOMO energy (spin up / spin down), the calculation gives 0.51 / -2.99 eV. As for the total charge: -1. As for the expectation value of S²: 2.012. As for the spin multiplicity: 3. The value obtained for the orbital gap (spin up / spin down) is 2.9795 / 5.7288 eV.


2.
DFT (the ωB97M-V functional and the def2-TZVPD basis) results for 3 unconnected molecules or ions with the total composition C27H42BNO7P2S.

The geometry in XYZ format:
```
81
Properties=species:S:1:pos:R:3:forces:R:3:lowdin_charge:R:1
C 1.190 0.778 0.757 0.32 -0.86 -1.05 -0.11
C 0.838 0.067 -0.664 -1.21 1.76 -0.11 -0.37
C 0.861 1.287 -1.752 0.51 0.03 0.74 -0.11
C -0.681 -0.483 -0.656 0.09 0.50 1.08 -0.16
C -0.828 -2.057 -0.399 1.29 0.25 1.06 -0.16
N -1.426 -2.854 -1.508 -0.22 1.02 -1.98 -0.12
C -0.473 -3.202 -2.570 2.86 -2.26 -2.30 -0.16
C 0.403 -4.487 -2.320 0.47 1.63 -3.37 0.05
C 1.423 -4.978 -3.410 -1.19 3.10 0.40 -0.16
P 2.423 -6.549 -3.127 -1.12 -4.07 -1.54 0.65
O 1.843 -7.665 -4.029 1.43 2.94 1.87 -0.35
O 4.076 -6.392 -3.474 -2.80 -0.08 0.99 -0.17
O 2.223 -7.118 -1.510 0.01 1.70 -2.39 -0.20
C 1.632 -4.234 -4.758 -2.85 2.31 2.58 -0.04
B 2.633 -4.669 -5.959 0.24 -1.28 -1.79 -0.51
O 4.070 -4.632 -5.934 -2.37 0.98 -0.27 0.09
O 2.007 -5.181 -7.169 0.43 1.79 2.71 0.10
C 0.761 -2.954 -5.009 -0.62 -2.02 3.40 -0.01
C -0.265 -2.476 -3.921 1.02 -2.22 0.84 -0.35
S -1.331 -0.989 -4.251 -0.35 -1.76 1.13 0.88
C -2.876 -1.416 -3.283 -1.66 -1.29 1.89 -0.36
C -2.705 -2.325 -2.004 -4.23 1.12 -1.08 -0.17
C -4.035 -2.695 -1.246 0.05 2.05 -3.12 0.02
C -5.413 -2.171 -1.782 2.85 0.90 -1.42 -0.06
C -5.525 -1.249 -3.025 3.68 -1.44 1.33 -0.08
C -4.233 -0.866 -3.792 0.77 -2.00 2.69 -0.38
P -4.371 0.270 -5.332 -0.82 -0.35 0.24 0.84
C -3.146 1.732 -5.166 1.81 -1.15 -0.30 -0.34
C -3.751 -0.783 -6.795 0.92 -0.32 -0.53 -0.35
H 0.442 1.620 1.009 1.18 -1.52 -0.40 0.09
H 2.234 1.233 0.627 -1.43 -0.60 0.53 0.08
H 1.210 -0.030 1.563 -0.07 1.34 -0.79 0.08
H 1.569 -0.764 -0.944 -0.85 1.19 0.43 0.13
H 1.183 0.941 -2.789 -0.61 0.49 1.31 0.07
H 1.612 2.071 -1.363 -1.03 -1.13 -0.86 0.07
H -0.166 1.821 -1.789 1.63 -1.00 -0.02 0.09
H -1.202 0.046 0.234 0.72 -0.74 -1.48 0.12
H -1.186 -0.085 -1.596 0.48 -1.07 1.19 0.07
H -1.373 -2.292 0.594 0.57 0.47 -1.78 0.13
H 0.244 -2.465 -0.241 -1.75 0.49 -0.31 0.13
H 0.269 -5.087 -1.353 0.25 1.11 -1.62 0.11
H 4.259 -7.119 -4.115 -0.32 0.55 0.54 0.09
H 1.306 -7.488 -1.511 0.96 0.19 -0.13 0.07
H 4.343 -3.690 -5.908 0.03 -0.89 0.30 0.11
H 1.052 -4.959 -7.079 0.81 -0.65 -0.17 0.10
H 0.849 -2.346 -5.972 -0.15 -1.03 1.55 0.11
H -3.960 -3.356 -0.306 -0.23 1.18 -1.75 0.10
H -6.373 -2.467 -1.244 1.61 0.45 -0.78 0.08
H -6.534 -0.869 -3.384 1.57 -0.57 0.53 0.09
H -3.462 2.656 -5.750 0.08 -1.31 1.05 0.04
H -2.156 1.357 -5.642 -1.40 0.83 0.77 0.01
H -2.908 1.915 -4.065 -0.54 0.05 -1.50 0.04
H -4.236 -0.354 -7.750 0.78 -0.72 1.54 0.04
H -4.029 -1.897 -6.692 0.17 1.85 -0.01 0.05
H -2.602 -0.756 -6.902 -1.76 0.04 0.09 0.01
C -0.545 2.347 5.625 -0.44 -0.15 0.09 -0.18
C 0.853 1.884 5.965 0.37 0.16 0.28 -0.17
C 1.329 1.320 4.641 0.03 -0.23 -0.26 -0.20
O 0.668 2.067 3.610 -0.12 0.07 0.38 -0.16
C -0.374 2.851 4.206 0.13 0.21 -0.24 -0.20
H -0.933 3.109 6.304 0.02 -0.04 -0.06 0.11
H -1.233 1.495 5.639 0.00 0.09 0.01 0.12
H 1.470 2.743 6.248 -0.02 -0.11 0.04 0.10
H 0.890 1.155 6.776 0.02 0.05 -0.07 0.12
H 1.042 0.268 4.530 0.07 -0.04 0.06 0.12
H 2.412 1.400 4.516 -0.08 0.01 -0.11 0.12
H -0.053 3.899 4.193 -0.10 0.04 0.03 0.11
H -1.288 2.760 3.614 0.11 -0.02 -0.07 0.12
C 1.795 7.017 7.030 -0.41 0.23 -0.09 -0.18
C 2.966 7.220 7.965 0.45 0.14 -0.05 -0.18
C 2.792 6.073 8.942 -0.13 -0.17 0.29 -0.20
O 2.172 5.002 8.217 0.00 0.29 -0.14 -0.14
C 1.709 5.505 6.957 0.13 -0.31 -0.08 -0.22
H 1.927 7.483 6.052 -0.02 -0.06 0.06 0.12
H 0.884 7.421 7.482 0.05 -0.02 -0.07 0.12
H 3.905 7.102 7.414 -0.05 0.04 0.07 0.12
H 2.976 8.197 8.452 0.00 -0.09 -0.01 0.11
H 2.126 6.350 9.766 0.07 0.06 0.04 0.12
H 3.741 5.732 9.361 -0.10 -0.09 -0.03 0.12
H 2.367 5.107 6.176 -0.07 0.04 -0.10 0.12
H 0.692 5.150 6.771 0.05 -0.07 0.07 0.11
```
Positions in Å, forces in eV/Å.

The value obtained for the LUMO energy is -0.0164 Ha. The calculation puts the total energy at -74586.194 eV. For the HOMO energy, the calculation gives -8.16 eV. The value obtained for the orbital gap is 7.7179 eV. The SMILES is CC(C)CCN1c2cc(P(=O)(O)O)c(B(O)O)cc2Sc2c1cccc2P(C)C.C1CCOC1.C1CCOC1.


3.
DFT (the ωB97M-V functional and the def2-TZVPD basis) results for a gas-phase ion, C10H15ClN (charge +1).

The geometry in XYZ format:
```
27
Properties=species:S:1:pos:R:3:forces:R:3:lowdin_charge:R:1
C -1.863 0.550 0.988 0.24 -1.61 -0.29 -0.01
C -1.166 -0.370 -0.103 1.52 0.90 0.86 -0.55
C -2.064 -0.576 -1.305 -1.82 -0.91 -1.27 -0.05
C -0.751 -1.646 0.676 -1.39 -1.44 -1.17 -0.05
C 0.014 0.572 -0.410 0.85 -1.61 -0.84 0.11
N 1.320 0.376 -0.426 -1.43 -1.27 -0.51 -0.02
C 2.124 1.443 -0.792 3.30 4.27 0.51 -0.08
C 3.192 1.822 0.011 -2.10 -2.39 0.36 0.00
C 3.482 0.931 1.146 1.67 0.19 2.36 -0.09
C 2.918 -0.293 1.213 -0.56 0.19 0.62 -0.16
C 2.109 -0.747 0.067 1.96 -1.19 -0.60 -0.42
Cl 3.701 -1.316 -1.010 -2.05 0.47 -0.05 0.56
H -2.898 0.163 1.124 0.42 0.97 -0.39 0.11
H -1.357 0.213 1.914 -0.23 1.24 -0.21 0.09
H -1.690 1.601 0.677 -0.95 -0.50 0.91 0.10
H -3.008 -1.102 -0.942 1.24 0.54 -0.43 0.12
H -2.422 0.319 -1.783 -0.28 1.14 0.59 0.08
H -1.780 -1.049 -2.282 0.78 -0.52 1.45 0.11
H -0.098 -2.395 0.047 -1.63 1.29 1.33 0.12
H -0.216 -1.247 1.554 -0.11 -0.95 -0.14 0.07
H -1.808 -2.153 0.982 2.82 0.94 -0.51 0.16
H -0.199 1.605 -0.689 -0.28 -0.27 -0.15 0.16
H 1.830 2.124 -1.608 -0.26 -0.81 0.47 0.15
H 3.747 2.740 0.026 0.00 0.25 -0.98 0.12
H 4.286 1.258 1.971 -2.17 -0.68 -1.99 0.17
H 2.947 -1.093 1.966 0.85 0.83 0.01 0.13
H 1.658 -1.738 0.133 -0.39 0.91 0.07 0.08
```
Positions in Å, forces in eV/Å.

The value obtained for the LUMO energy (spin up / spin down) is -0.1940 / -0.1939 Ha. The calculation puts the total energy at -24615.370 eV. For the HOMO energy (spin up / spin down), the calculation gives -12.88 / -12.88 eV. The calculation puts the energy relative to the best compared isomer or geometry (same formula, charge and spin) at 75.5 kcal per mole. As for the total charge: +1. The value obtained for the orbital gap (spin up / spin down) is 7.6066 / 7.6073 eV. The SMILES is CC(C)(C)/C=[N+]1/C=CC=C[C@@H]1Cl.